# C24H15F5IrN6OSbSe5Te

A structure of composition C24H15F5IrN6OSbSe5Te at a distorted geometry (ωB97M-V/def2-TZVPD, the OMol25 dataset).

XYZ file:
```
59
C24H15F5IrN6OSbSe5Te, DFT ωB97M-V/def2-TZVPD
Ir -0.257 0.053 0.535
C -2.990 4.715 -0.638
C -2.579 3.755 -1.556
C -2.287 2.470 -1.132
C -2.431 2.155 0.208
C -2.852 3.096 1.133
C -3.126 4.386 0.703
N -2.101 0.827 0.663
N -2.991 0.266 1.342
C -2.555 -0.962 1.859
C -3.429 -1.751 2.604
C -2.963 -2.948 3.106
C -1.642 -3.335 2.853
C -0.783 -2.542 2.109
C -1.227 -1.323 1.592
H -3.209 5.722 -0.971
H -2.479 3.983 -2.609
H -1.975 1.718 -1.846
H -2.958 2.811 2.172
H -3.448 5.133 1.418
H -4.446 -1.416 2.767
H -3.615 -3.591 3.682
H -1.286 -4.282 3.242
H 0.232 -2.865 1.914
Se -1.458 2.141 -4.734
Sb -1.342 -0.271 -4.400
Se 1.044 -1.311 -2.722
Se -0.857 -1.322 -1.412
Se -3.197 -1.501 -5.316
Se 5.040 5.348 2.254
N 4.323 4.813 0.712
C 3.390 3.949 1.000
C 2.563 3.288 -0.004
C 2.657 3.550 -1.372
C 1.818 2.891 -2.233
C 0.928 1.948 -1.724
N 0.845 1.675 -0.429
C 1.630 2.354 0.428
C 1.426 2.078 1.856
N 0.464 1.191 2.175
C 0.218 0.923 3.453
C 0.921 1.532 4.483
C 1.916 2.433 4.173
C 2.176 2.720 2.838
C 3.202 3.665 2.407
N 3.982 4.300 3.235
H 3.382 4.273 -1.722
H 1.821 3.062 -3.301
H 0.273 1.408 -2.392
H -0.552 0.187 3.644
H 0.691 1.278 5.508
H 2.501 2.921 4.941
F 2.173 -2.975 -0.530
Te 3.075 -1.469 0.108
F 3.464 -2.672 1.498
F 4.278 -0.429 1.125
F 4.506 -2.178 -0.828
F 3.306 -0.064 -1.107
O 1.617 -0.763 0.917
```

Values from the calculation:
relative energy (zero: lowest compared OMol25 entry of this formula, charge and spin)	72.4	kJ/mol
HOMO energy (alpha / beta)	-4.149 / -4.140	eV
multiplicity	2
gap between HOMO and LUMO (alpha / beta)	4.7602 / 4.7508	eV
total charge	-1

***

# C13H21N3O3

The molecule C13H21N3O3 (ωB97M-V/def2-TZVPD, the OMol25 dataset).

XYZ file:
```
40
C13H21N3O3, DFT ωB97M-V/def2-TZVPD
C -1.713 -4.149 1.534
C -0.955 -2.967 2.121
O -1.059 -1.813 1.284
C -0.229 -1.737 0.251
O 0.610 -2.566 0.002
C -0.416 -0.449 -0.562
C -0.243 -0.798 -2.055
C -1.361 -1.681 -2.597
C -1.778 0.194 -0.254
C -2.082 1.424 -1.103
C 0.732 0.436 -0.099
C 2.120 0.058 -0.494
N 0.412 1.413 0.648
N 1.348 2.327 1.085
C 2.182 3.036 0.286
O 2.336 2.856 -0.899
C 2.972 4.113 1.055
C 2.153 4.831 1.989
N 1.477 5.379 2.732
H -2.751 -3.878 1.355
H -1.678 -4.985 2.226
H -1.258 -4.452 0.594
H 0.102 -3.220 2.248
H -1.384 -2.659 3.077
H -0.184 0.128 -2.628
H 0.697 -1.334 -2.179
H -1.133 -1.966 -3.622
H -2.320 -1.170 -2.596
H -1.449 -2.589 -2.005
H -1.782 0.484 0.796
H -2.560 -0.552 -0.397
H -1.282 2.152 -1.019
H -3.002 1.887 -0.752
H -2.213 1.168 -2.151
H 2.823 0.388 0.271
H 2.395 0.553 -1.425
H 2.203 -1.019 -0.616
H 1.080 2.727 1.977
H 3.398 4.804 0.324
H 3.791 3.624 1.594
```

Values from the calculation:
relative energy (zero: lowest compared OMol25 entry of this formula, charge and spin)	298.3	kJ/mol
HOMO energy	-9.292	eV
gap between HOMO and LUMO	9.9306	eV
SMILES	CCOC(=O)C(CC)(CC)/C(C)=N/NC(=O)CC#N

***

# C4H6O3Zn

A structure of composition C4H6O3Zn at a distorted geometry (ωB97M-V/def2-TZVPD, the OMol25 dataset).

XYZ file:
```
14
C4H6O3Zn, DFT ωB97M-V/def2-TZVPD
C -2.847 0.272 0.372
C -1.835 0.686 -0.307
O -4.063 0.264 0.648
H -1.444 -0.485 -0.135
H -1.932 1.020 -1.343
H -4.436 -0.616 0.853
O 0.158 -0.026 0.209
C 0.847 -0.223 -0.781
O 2.220 -0.149 -0.621
Zn 1.596 0.265 -2.560
C 2.820 -0.236 0.683
H 2.521 0.628 1.286
H 2.493 -1.158 1.176
H 3.901 -0.242 0.520
```

Values from the calculation:
relative energy (zero: lowest compared OMol25 entry of this formula, charge and spin)	360.2	kJ/mol
HOMO energy	-17.862	eV
gap between HOMO and LUMO	6.8477	eV
total charge	+2